Entry 1:
A structure of composition C6H10O4 at a distorted geometry. Source: OMol25; level of theory: ωB97M-V/def2-TZVPD.

Values from the calculation:
Lowest unoccupied orbital energy, eV: 0.219
Frontier orbital gap, eV: 9.8
E, eV: -14565.4124
Relative energy (zero: lowest compared OMol25 entry of this formula, charge and spin), kJ/mol: 858.7
2S+1: 1
Highest occupied orbital energy, eV: -9.583

Each line ends with the Mulliken charge.
Positions of all 20 atoms, in Å:
C: -0.45753 1.36238 2.38357  -1.061
C: -1.15505 0.51654 1.24472  0.416
C: -0.39016 -0.26128 -1.40775  0.004
C: 1.15055 0.07310 -1.84975  -0.556
C: -0.05921 -1.27324 -0.29986  -0.259
C: -0.38982 -0.82490 1.00844  -0.174
H: -1.02227 2.36030 2.60220  0.302
H: -0.13047 0.77979 3.36205  0.282
H: 0.55142 1.81486 1.60603  0.260
H: -2.28203 0.13139 1.21376  0.279
H: -0.87724 -0.78552 -2.20419  0.423
H: 1.22488 1.01411 -2.46833  0.300
H: 1.83531 0.19899 -0.83649  0.296
H: 2.72580 -0.93730 -2.33754  0.389
H: 0.82549 -1.93726 -0.63508  0.472
H: 0.06516 -1.40674 1.88837  0.357
O: -0.84021 1.46186 0.14729  -0.266
O: -1.13708 0.76778 -1.11332  -0.385
O: 1.49886 -1.15126 -2.62053  -0.553
O: -1.13641 -1.90358 0.31641  -0.524


Entry 2:
A cluster of 2 separate species, C3H10O3 in total at a distorted geometry. Source: OMol25; level of theory: ωB97M-V/def2-TZVPD.

Values from the calculation:
Lowest unoccupied orbital energy, eV: 0.807
Frontier orbital gap, eV: 11.0
E, eV: -9414.5798
Relative energy (zero: lowest compared OMol25 entry of this formula, charge and spin), kJ/mol: 92.0
2S+1: 1
Highest occupied orbital energy, eV: -10.157

Each line ends with the Mulliken charge.
Positions of all 16 atoms, in Å:
O: -0.37014 -0.10451 1.44732  -0.522
C: -0.55473 0.16427 0.07462  -0.465
C: -1.54343 1.34513 -0.12909  -0.380
C: -1.78515 1.80191 -1.60356  -0.481
O: -0.75793 2.46983 -2.29651  -0.500
H: 0.40638 -0.70085 1.48983  0.319
H: 0.45144 0.44820 -0.28934  0.289
H: -0.83484 -0.78671 -0.41794  0.281
H: -2.50368 1.03982 0.32933  0.297
H: -1.15979 2.21359 0.44018  0.286
H: -1.90015 0.83264 -2.12581  0.266
H: -2.74500 2.34662 -1.68974  0.264
H: -0.53987 1.83806 -3.01325  0.346
O: 4.37198 -3.98666 2.53713  -0.653
H: 5.02283 -4.12357 3.26232  0.327
H: 4.44204 -4.79782 1.98456  0.326


Entry 3:
A structure of composition C29H44N8Y at a distorted geometry. Source: OMol25; level of theory: ωB97M-V/def2-TZVPD.

Values from the calculation:
Lowest unoccupied orbital energy, eV: -2.495
Charge: +1
Frontier orbital gap, eV: 8.0
E, eV: -43749.0592
2S+1: 1
Highest occupied orbital energy, eV: -10.487

Each line ends with the Mulliken charge.
Positions of all 82 atoms, in Å:
Y: 0.37618 0.75651 -0.19840  0.247
C: 2.13247 3.59619 0.76314  -0.659
C: 1.64964 3.77076 -0.68041  -0.963
N: 0.27058 3.28939 -0.84805  -0.235
C: -0.75529 4.09611 -0.16685  -1.187
C: -1.87000 3.25167 0.43091  -0.063
N: -1.39099 2.02376 1.09013  -0.041
C: -0.85156 2.17267 2.46187  -0.925
C: 0.45096 2.93610 2.49836  -0.757
N: 1.42730 2.49825 1.46293  0.532
H: 2.03984 4.51726 1.33837  0.628
H: 3.19577 3.35971 0.74782  0.284
H: 2.26998 3.18747 -1.36383  0.395
H: 1.76676 4.81687 -0.97140  0.445
H: 0.06589 3.23358 -1.83767  0.451
H: -1.19976 4.81434 -0.85850  0.607
H: -0.27014 4.70260 0.59474  0.300
H: -2.54750 2.92852 -0.36118  -0.130
H: -2.46328 3.85513 1.12548  0.439
H: -2.17774 1.38516 1.15592  0.326
H: -0.70177 1.16141 2.84336  0.122
H: -1.56723 2.66769 3.12282  0.555
H: 0.89272 2.81113 3.48802  0.528
H: 0.29155 4.00585 2.38952  0.445
H: 2.12133 1.94073 1.94233  -0.674
C: -4.60564 0.74547 -1.58706  -1.870
C: -3.13862 0.37111 -1.77289  1.701
C: -2.59739 1.14185 -2.97771  -1.158
C: -2.88101 -1.11646 -1.88261  1.196
C: -3.60330 -1.84394 -2.82081  -0.490
C: -3.32508 -3.18200 -3.06431  -1.618
C: -2.27931 -3.78360 -2.39373  -0.479
C: -1.52081 -3.09397 -1.44699  0.849
C: -0.30654 -3.81282 -0.86900  1.028
C: 0.68507 -4.19619 -1.96787  -1.497
C: -0.71582 -5.03703 -0.04999  -1.594
C: -1.87533 -1.77138 -1.16338  -0.862
N: -1.11036 -1.06319 -0.15466  1.349
C: -1.04691 -1.65268 1.00604  -0.784
C: -0.01693 -1.37016 1.94409  0.487
C: 0.23517 -1.95977 3.18085  -1.514
C: 1.54738 -1.62132 3.51963  -1.195
C: 2.04542 -0.83507 2.46741  -0.502
N: 1.10586 -0.66114 1.52258  1.375
C: 3.46341 -0.32332 2.26569  2.531
C: 3.79215 0.87567 3.20179  -1.534
C: 3.67820 0.07639 0.80370  -1.737
C: 4.42158 -1.48264 2.57120  -1.815
H: -4.72633 1.83094 -1.50738  0.459
H: -5.03142 0.29195 -0.69071  0.420
H: -5.21426 0.42562 -2.43627  0.380
H: -2.58943 0.73465 -0.90293  -0.892
H: -3.22248 0.97260 -3.85596  0.499
H: -1.03790 0.37694 -4.24663  0.403
H: -2.66921 2.21262 -2.76912  0.405
H: -4.39642 -1.35906 -3.37985  0.341
H: -3.90204 -3.74017 -3.79174  0.392
H: -2.02044 -4.81265 -2.61749  0.353
H: 0.22515 -3.13382 -0.20518  -0.361
H: 0.25812 -4.94065 -2.64696  0.320
H: 1.58286 -4.63601 -1.52719  0.432
H: 0.98901 -3.33944 -2.57551  0.335
H: -1.22016 -5.77943 -0.67578  0.343
H: -1.40299 -4.78477 0.76266  0.308
H: 0.16337 -5.51834 0.38467  0.444
H: -1.75579 -2.44812 1.24167  0.508
H: -0.43885 -2.59991 3.73547  0.579
H: 2.09981 -1.93979 4.39242  0.572
H: 4.14826 1.74576 2.63726  0.273
H: 4.58213 0.63488 3.91613  0.500
H: 2.92948 1.18985 3.79656  0.240
H: 3.02032 0.89532 0.48880  0.204
H: 3.51611 -0.75605 0.11831  0.342
H: 4.69109 0.45180 0.64697  0.460
H: 4.35894 -1.79111 3.61720  0.424
H: 5.45333 -1.17762 2.37347  0.476
H: 4.19292 -2.35132 1.95074  0.383
N: 1.55420 -0.61047 -4.76235  -0.629
C: 1.32333 -0.17692 -3.71717  0.405
N: 0.96053 0.35972 -2.52364  -0.717
C: -0.30888 0.79174 -2.39245  -0.286
N: -1.21926 0.79858 -3.33942  0.145


Entry 4:
An isolated molecule of C3H4BrN3 at a distorted geometry. Source: OMol25; level of theory: ωB97M-V/def2-TZVPD.

Values from the calculation:
Lowest unoccupied orbital energy, eV: -0.871
Frontier orbital gap, eV: 7.4
E, eV: -77683.2159
Relative energy (zero: lowest compared OMol25 entry of this formula, charge and spin), kJ/mol: 442.7
2S+1: 1
Highest occupied orbital energy, eV: -8.315

Each line ends with the Mulliken charge.
Positions of all 11 atoms, in Å:
C: -0.98870 0.73114 0.04396  -0.070
C: 0.27087 1.34205 -0.04194  -0.281
C: -1.25368 -0.44324 0.60145  -0.009
N: 1.41863 0.75327 -0.08431  0.327
N: 1.87007 -0.34386 -0.04563  -0.525
N: -1.20390 -1.58743 0.03720  -0.240
Br: 4.03262 -0.30690 -0.11247  -0.294
H: -1.83369 1.46601 -0.14761  0.277
H: 0.25071 2.36842 0.15137  0.314
H: -0.90429 -1.66389 -0.92276  0.235
H: -1.65864 -2.31558 0.52074  0.265